No. 1
Computed, not measured: the molecule C2H4N4O6S, with ωB97M-V/def2-TZVPD.

The geometry in XYZ format:
```
17
Properties=species:S:1:pos:R:3:nbo_charge:R:1
C -1.07 0.23 -0.82 -0.252
C -1.28 -0.42 0.49 -0.323
N 0.25 1.08 -0.75 -0.485
N -0.78 -1.74 0.64 -0.007
N 0.23 2.02 0.20 0.630
N 0.13 -2.33 0.31 0.631
O -0.80 2.25 0.76 -0.428
O 0.76 -3.28 0.51 -0.158
O 1.29 2.53 0.42 -0.336
O 1.18 -1.20 -0.92 -0.944
O 1.51 -0.10 1.15 -0.983
O 2.75 0.66 -0.89 -0.879
S 1.61 0.02 -0.30 2.483
H -0.86 -0.49 -1.55 0.240
H -1.86 0.98 -1.17 0.264
H -0.78 0.21 1.26 0.303
H -2.28 -0.43 0.67 0.246
```

Output
HOMO energy   -10.824 eV
Electronic energy   -1146.94552 hartree
Energy above the lowest of the compared OMol25 structures with the same formula, charge and spin   0.0 kJ/mol


No. 2
Computed, not measured: the molecule C20H19N9O, with ωB97M-V/def2-TZVPD.

The geometry in XYZ format:
```
49
Properties=species:S:1:pos:R:3:nbo_charge:R:1
C -4.36 2.38 -2.92 0.307
N 7.47 -5.62 2.56 -0.302
O 0.42 3.23 -0.37 -0.612
C 6.43 -5.08 2.55 0.276
N 0.81 -3.20 3.08 -0.220
N 1.91 -0.30 1.14 -0.467
N 3.98 -2.57 1.49 -0.460
N -3.34 2.66 -2.43 -0.545
C -0.29 2.23 -0.38 0.673
C 1.57 -4.15 3.55 0.015
C 1.44 0.84 0.56 0.123
C 5.07 -3.25 1.71 0.430
C 1.08 -1.21 1.66 0.404
C 2.88 -2.94 2.15 0.399
C 4.05 -4.80 3.16 -0.047
C -0.28 -0.94 1.61 -0.357
C 5.17 -4.38 2.48 -0.283
C 2.90 -4.04 3.00 -0.214
C 0.11 1.06 0.42 -0.286
C -0.80 0.17 0.97 0.326
N 6.08 -2.65 0.97 -0.785
N 1.57 -2.39 2.28 -0.225
N -2.20 0.36 0.93 -0.642
N -1.43 2.09 -1.16 -0.636
C -4.46 0.37 1.79 -0.616
C -3.55 -1.69 0.77 -0.616
C -1.31 4.11 -2.83 -0.416
C -2.03 4.65 -1.57 -0.414
C -3.20 -0.46 1.61 -0.055
C -2.08 3.14 -1.91 0.255
H 1.19 -4.93 4.16 0.214
H 2.16 1.47 0.04 0.223
H 4.06 -5.65 3.79 0.233
H -0.91 -1.63 2.14 0.233
H 5.76 -1.74 0.64 0.414
H 6.98 -2.73 1.41 0.386
H -2.53 1.27 0.60 0.404
H -1.82 1.16 -1.20 0.426
H -4.88 0.62 0.80 0.210
H -4.26 1.28 2.33 0.215
H -5.27 -0.17 2.35 0.226
H -2.71 -2.41 0.79 0.216
H -3.82 -1.41 -0.27 0.214
H -4.41 -2.21 1.23 0.214
H -0.22 4.04 -2.83 0.250
H -1.76 4.32 -3.80 0.230
H -1.41 4.98 -0.74 0.254
H -2.94 5.23 -1.71 0.232
H -2.81 -0.79 2.57 0.195
```

Output
HOMO energy   -8.866 eV
Electronic energy   -1341.51627 hartree
Energy above the lowest of the compared OMol25 structures with the same formula, charge and spin   115.2 kJ/mol


No. 3
Computed, not measured: the molecule C24H24N6O4S, with ωB97M-V/def2-TZVPD.

The geometry in XYZ format:
```
59
Properties=species:S:1:pos:R:3:nbo_charge:R:1
C 1.41 8.22 -4.74 -0.253
O 2.18 7.12 -4.30 -0.460
C 1.94 6.69 -3.07 0.481
N 1.11 7.34 -2.28 -0.460
C 0.99 6.92 -1.01 -0.004
C 1.73 5.87 -0.53 -0.055
N 2.53 5.16 -1.33 -0.395
C 2.63 5.53 -2.59 0.270
N 3.38 4.77 -3.47 -0.828
S 2.44 3.80 -4.52 2.311
O 1.47 4.62 -5.15 -0.922
O 3.38 3.07 -5.31 -0.924
C 1.65 2.72 -3.34 -0.399
C 0.44 3.11 -2.78 -0.122
C -0.13 2.35 -1.79 -0.231
C 0.50 1.17 -1.36 0.163
N -0.05 0.48 -0.31 -0.470
C -0.14 -0.79 -0.27 0.161
C -0.63 -1.49 0.88 -0.324
C -1.08 -0.98 2.08 0.315
C -1.19 0.42 2.53 -0.679
N -1.41 -2.01 2.88 -0.358
N -1.26 -3.21 2.20 -0.246
C -1.49 -4.44 2.82 0.135
C -1.52 -4.54 4.21 -0.258
C -1.77 -5.77 4.79 -0.190
C -1.99 -6.91 4.03 -0.051
C -2.25 -8.23 4.69 -0.629
C -1.95 -6.80 2.63 0.092
C -2.17 -8.00 1.77 -0.650
C -1.71 -5.57 2.04 -0.244
C -0.74 -2.94 0.93 0.637
O -0.47 -3.78 0.09 -0.633
C 1.71 0.79 -1.95 -0.251
C 2.29 1.57 -2.93 -0.163
H 0.35 7.96 -4.75 0.192
H 1.75 8.43 -5.75 0.199
H 1.56 9.08 -4.08 0.190
H 0.29 7.48 -0.40 0.201
H 1.69 5.55 0.50 0.202
H 4.03 4.17 -2.98 0.411
H -0.02 4.02 -3.14 0.230
H -1.06 2.63 -1.34 0.221
H 0.11 -1.44 -1.12 0.190
H -1.05 1.07 1.67 0.280
H -0.40 0.65 3.25 0.239
H -2.15 0.61 3.00 0.224
H -1.95 -1.98 3.73 0.419
H -1.32 -3.69 4.84 0.203
H -1.78 -5.85 5.87 0.210
H -2.25 -8.12 5.77 0.216
H -1.49 -8.95 4.41 0.218
H -3.22 -8.62 4.38 0.218
H -1.43 -8.77 1.99 0.219
H -3.15 -8.43 1.95 0.217
H -2.09 -7.74 0.72 0.223
H -1.67 -5.48 0.97 0.249
H 2.20 -0.11 -1.60 0.222
H 3.22 1.30 -3.39 0.238
```

Output
HOMO energy   -8.225 eV
SMILES   COc1nccnc1NS(=O)(=O)c1ccc(/N=C/c2c(C)[nH]n(-c3ccc(C)c(C)c3)c2=O)cc1
Electronic energy   -1956.62383 hartree


No. 4
Computed, not measured: the molecule C5H5ClOS, with ωB97M-V/def2-TZVPD.

The geometry in XYZ format:
```
13
Properties=species:S:1:pos:R:3:nbo_charge:R:1
S 3.24 -1.17 0.01 0.063
C 2.59 0.31 -0.13 -0.306
C 1.20 0.66 -0.11 -0.143
Cl 0.85 2.35 -0.02 0.005
C 0.20 -0.25 -0.26 -0.123
C -1.21 0.09 -0.30 -0.007
C -2.18 -0.56 0.65 -0.085
O -2.06 -0.99 -0.67 -0.477
H 3.28 1.15 -0.42 0.220
H 0.52 -1.31 -0.29 0.253
H -1.49 1.03 -0.75 0.215
H -1.87 -1.33 1.41 0.195
H -3.07 0.01 0.88 0.189
```

Output
HOMO energy   -9.060 eV
SMILES   S=C/C(Cl)=C/[C@@H]1CO1
Electronic energy   -1127.05206 hartree
Energy above the lowest of the compared OMol25 structures with the same formula, charge and spin   182.0 kJ/mol


No. 5
Computed, not measured: C36H70Cl2F2O12Y as an isolated structure, with ωB97M-V/def2-TZVPD.

The geometry in XYZ format:
```
123
Properties=species:S:1:pos:R:3:mulliken_charge:R:1
Y 2.25 -2.05 -2.13 0.687
Cl 0.74 -0.81 -0.63 -0.197
Cl 4.24 -1.88 -3.65 -0.546
F 2.95 4.21 3.86 -0.404
C 2.60 4.32 2.56 0.191
C 1.26 4.14 2.24 -0.089
C 0.90 4.15 0.90 0.020
C 1.84 4.41 -0.08 -1.270
C 3.15 4.75 0.30 -0.541
C 3.50 4.76 1.62 -0.469
H 0.56 3.78 2.98 0.707
H -0.16 3.92 0.60 0.335
H 1.54 4.32 -1.06 0.673
H 3.76 5.20 -0.48 0.416
H 4.55 4.91 1.92 0.397
F 5.15 -3.48 4.47 -0.394
C 4.95 -2.20 4.21 0.713
C 5.97 -1.50 3.61 -0.810
C 5.76 -0.14 3.42 -0.209
C 4.53 0.48 3.69 -0.897
C 3.57 -0.30 4.30 -0.233
C 3.76 -1.63 4.58 -0.746
H 6.88 -2.00 3.32 0.560
H 6.58 0.48 3.03 0.421
H 4.30 1.47 3.28 0.527
H 2.63 0.16 4.54 0.524
H 3.01 -2.23 5.01 0.600
C -3.28 -1.05 -1.26 -0.656
O -3.10 -1.51 -2.60 -0.125
C -4.16 -2.33 -3.05 -0.427
C -4.53 -1.98 -4.50 -0.798
O -3.62 -2.60 -5.32 -0.150
C -4.12 -2.76 -6.67 -0.887
H -2.33 -0.56 -0.96 0.029
H -3.47 -1.93 -0.60 0.283
H -4.13 -0.31 -1.15 0.365
H -5.08 -2.25 -2.49 0.595
H -3.74 -3.38 -2.99 0.037
H -4.58 -0.87 -4.58 0.343
H -5.59 -2.33 -4.65 0.463
H -4.19 -1.71 -6.96 0.378
H -5.17 -3.18 -6.76 0.294
H -3.43 -3.21 -7.39 0.255
C -1.48 7.41 0.74 -0.480
O -2.70 7.01 1.39 -0.377
C -3.55 6.17 0.64 -0.498
C -2.92 4.82 0.27 0.520
O -2.48 4.67 -1.09 -0.266
C -3.63 4.57 -1.98 -0.725
H -1.02 8.23 1.28 0.266
H -1.64 7.85 -0.27 0.313
H -0.84 6.52 0.74 0.040
H -3.89 6.73 -0.26 0.373
H -4.40 6.06 1.33 0.202
H -3.68 4.02 0.55 0.267
H -2.08 4.62 0.88 -0.461
H -4.22 3.67 -1.69 0.296
H -3.17 4.48 -2.97 0.253
H -4.30 5.45 -2.02 0.259
C -1.73 -5.54 -1.48 -1.075
O -1.42 -4.35 -0.77 0.222
C -1.65 -4.51 0.60 -1.014
C -1.08 -3.31 1.30 0.127
O 0.21 -3.65 1.76 -0.377
C 0.67 -2.73 2.75 -0.581
H -2.80 -5.70 -1.41 0.353
H -1.21 -6.42 -1.09 0.365
H -1.51 -5.43 -2.53 0.216
H -1.19 -5.43 1.05 0.311
H -2.78 -4.53 0.79 0.383
H -1.72 -2.88 2.06 0.456
H -0.97 -2.58 0.48 -0.259
H 1.62 -2.97 3.18 0.221
H -0.03 -2.65 3.66 0.407
H 0.79 -1.68 2.37 0.044
C -1.84 5.47 4.43 -0.864
O -1.74 4.27 3.68 0.065
C -2.47 3.20 4.26 -0.778
C -2.21 2.00 3.34 -0.464
O -0.84 1.62 3.46 -0.393
C -0.33 0.83 2.43 -0.193
H -2.87 5.87 4.35 0.286
H -1.12 6.13 4.00 0.209
H -1.48 5.37 5.47 0.337
H -3.53 3.48 4.33 0.447
H -2.07 3.01 5.30 0.317
H -2.45 2.34 2.37 0.145
H -2.89 1.19 3.58 0.478
H 0.75 0.71 2.49 0.016
H -0.58 1.33 1.49 0.187
H -0.86 -0.16 2.38 0.269
C 1.97 -5.15 -0.62 -0.397
O 2.68 -3.90 -0.64 -0.002
C 3.58 -3.78 0.45 -0.290
C 4.47 -2.66 0.19 -0.466
O 3.73 -1.49 -0.26 -0.095
C 3.79 -0.41 0.61 -0.506
H 2.66 -5.93 -0.82 0.434
H 1.29 -5.03 -1.43 -0.176
H 1.35 -5.25 0.29 0.197
H 4.20 -4.68 0.57 0.430
H 3.00 -3.65 1.34 -0.019
H 5.23 -2.92 -0.52 0.345
H 5.00 -2.40 1.10 0.259
H 4.81 -0.04 0.60 0.376
H 3.50 -0.73 1.62 0.092
H 3.11 0.36 0.18 0.198
C 1.38 -4.10 -4.24 -1.043
O 0.86 -3.50 -3.09 1.108
C -0.44 -2.87 -3.34 -0.444
C -0.39 -1.60 -4.12 -0.576
O 0.88 -0.99 -3.80 -0.065
C 0.85 0.41 -4.21 -0.864
H 1.04 -5.17 -4.28 0.275
H 2.50 -4.03 -4.26 0.326
H 0.98 -3.68 -5.16 0.319
H -0.88 -2.73 -2.37 -0.590
H -0.97 -3.62 -3.95 0.489
H -1.20 -0.99 -3.75 0.477
H -0.46 -1.62 -5.21 0.532
H -0.06 0.92 -3.91 0.330
H 0.96 0.52 -5.31 0.249
H 1.69 0.87 -3.71 0.289
```

Output
HOMO energy   -10.744 eV
Electronic energy   -3474.74800 hartree
Charge   +1


No. 6
Computed, not measured: a 2-piece molecular cluster, C4H10N2O3 overall, with ωB97M-V/def2-TZVPD.

The geometry in XYZ format:
```
19
Properties=species:S:1:pos:R:3:nbo_charge:R:1
O 2.65 -1.47 -1.01 -0.534
C 1.92 -0.67 -0.44 0.877
O 2.34 -0.18 0.78 -0.799
N 1.27 0.40 -1.20 -0.397
O 1.38 1.73 -0.74 -0.550
H 2.97 0.54 0.91 0.530
H 1.38 0.30 -2.20 0.389
H 0.94 1.70 0.14 0.478
C -2.23 0.90 0.05 -0.668
C -1.36 -0.10 -0.63 -0.139
C -0.61 -1.05 0.05 -0.079
N -0.49 -0.89 1.45 -0.914
H -1.92 1.18 1.06 0.226
H -3.24 0.51 0.22 0.225
H -2.29 1.85 -0.47 0.211
H -1.77 -0.41 -1.58 0.193
H -0.54 -2.03 -0.40 0.191
H -0.78 -1.61 2.11 0.374
H 0.38 -0.68 1.93 0.386
```

Output
HOMO energy   -8.082 eV
SMILES   O=C(O)NO.C/C=C\N
Electronic energy   -493.46620 hartree
Energy above the lowest of the compared OMol25 structures with the same formula, charge and spin   574.8 kJ/mol


no.,Kohn-Sham gap (eV)
1,8.51
2,8.81
3,8.27
4,7.90
5,8.97
6,8.06